The following is a DFT calculation (ωB97M-V/def2-TZVPD) of 10 unconnected molecules or ions with the total composition C40H71F6NO11 in a non-equilibrium geometry.

```
129
Properties=species:S:1:pos:R:3:lowdin_charge:R:1
N 2.1603 -0.2931 -3.3238 0.022
C 2.8672 -1.3945 -3.8249 -0.106
C 3.9975 -0.8216 -4.3959 -0.130
C 4.0873 0.5628 -4.0784 -0.114
C 2.9203 0.8611 -3.4399 -0.158
H 1.2506 -0.4195 -2.9037 0.111
H 2.4417 -2.3823 -3.9229 0.098
H 4.6869 -1.3552 -5.0334 0.083
H 4.7984 1.2885 -4.4446 0.095
H 2.6082 1.7965 -2.9994 0.098
C -5.2560 1.3029 -1.4716 -0.056
C -4.9385 2.6432 -0.7880 -0.189
O -3.8266 2.5773 0.1019 0.009
C -3.9103 1.9892 1.3035 -0.315
O -4.8071 1.1758 1.6915 0.097
C -2.6910 2.3148 2.1941 -0.462
F -2.1520 1.1271 2.6036 0.122
F -1.8127 3.1377 1.5525 0.152
F -3.2188 2.8629 3.3223 0.151
H -5.9393 1.5215 -2.2923 0.083
H -5.6411 0.6050 -0.7282 0.067
H -4.3361 0.9695 -1.9520 0.075
H -5.8261 2.9013 -0.2104 0.129
H -4.6502 3.3926 -1.5252 0.128
C 6.7863 4.2128 -0.0548 -0.044
C 7.1721 2.7555 0.2677 -0.215
O 6.1800 1.8601 -0.1981 0.028
C 5.1435 1.4822 0.5924 -0.308
O 4.9734 1.8752 1.7481 0.132
C 4.2163 0.4499 -0.0480 -0.537
F 3.9742 -0.5678 0.7415 0.190
F 3.0661 1.1170 -0.2547 0.141
F 4.6849 -0.0834 -1.2037 0.158
H 5.8403 4.4615 0.4262 0.068
H 6.5848 4.3786 -1.1131 0.079
H 7.6211 4.8288 0.2796 0.080
H 7.4752 2.7294 1.3143 0.122
H 8.1047 2.4436 -0.2024 0.122
C -3.0644 -2.0362 3.5699 -0.214
C -2.7195 -2.6809 4.7982 -0.170
C -1.8273 -3.8123 4.1968 -0.172
O -2.5895 -4.1952 3.0894 -0.137
C -3.3388 -3.1735 2.5966 -0.218
H -2.1574 -1.4778 3.3385 0.092
H -3.8422 -1.2783 3.6630 0.127
H -3.6091 -3.1209 5.2491 0.123
H -2.1935 -2.1093 5.5629 0.121
H -1.5798 -4.6855 4.8004 0.126
H -0.8993 -3.4094 3.7911 0.103
H -4.3973 -3.4332 2.6128 0.131
H -2.9972 -2.8489 1.6137 0.093
C 0.9435 0.0533 3.5543 -0.174
C 2.0252 1.0403 3.1902 -0.154
C 3.2358 0.4961 3.9611 -0.207
O 2.7048 -0.0346 5.1723 -0.136
C 1.3174 -0.4324 4.9793 -0.156
H 0.8967 -0.8399 2.9313 0.081
H -0.0686 0.4484 3.4674 0.091
H 1.7278 1.9792 3.6572 0.112
H 2.1953 1.2388 2.1320 0.090
H 4.0648 1.1620 4.2009 0.115
H 3.7263 -0.2698 3.3603 0.103
H 0.7382 0.1539 5.6927 0.114
H 1.1366 -1.5046 5.0564 0.108
C -5.1316 -2.5071 -1.3389 -0.189
C -4.0753 -3.5385 -1.3114 -0.216
C -4.7695 -4.6492 -2.0115 -0.213
O -6.1716 -4.5025 -1.7891 -0.131
C -6.4616 -3.2667 -1.1258 -0.161
H -5.0590 -1.9489 -2.2723 0.117
H -4.9313 -1.7942 -0.5390 0.095
H -3.8516 -3.8910 -0.3045 0.106
H -3.1349 -3.2993 -1.8079 0.119
H -4.3244 -5.5682 -1.6303 0.124
H -4.6190 -4.5006 -3.0808 0.122
H -6.7033 -3.4107 -0.0728 0.114
H -7.2990 -2.7758 -1.6217 0.115
C 0.5915 -5.5927 1.1690 -0.176
C 1.3665 -5.5242 -0.1149 -0.153
C 0.2706 -5.1071 -1.1441 -0.190
O -0.9588 -5.4302 -0.5260 -0.163
C -0.7685 -6.0915 0.7361 -0.185
H 0.4833 -4.6725 1.7431 0.109
H 1.0608 -6.3863 1.7502 0.115
H 1.8979 -6.4161 -0.4467 0.112
H 2.1477 -4.7842 0.0587 0.105
H 0.3888 -5.6819 -2.0627 0.113
H 0.2510 -4.0359 -1.3448 0.090
H -0.8565 -7.1728 0.6303 0.116
H -1.6200 -5.8494 1.3721 0.106
C 1.0987 3.9283 0.1671 -0.171
C 1.1497 4.6163 1.5130 -0.140
C 2.6430 5.0059 1.4891 -0.234
O 2.9773 5.3430 0.1770 -0.121
C 2.3195 4.3761 -0.6306 -0.186
H 0.2334 4.2269 -0.4246 0.102
H 1.1066 2.8500 0.3264 0.087
H 0.7715 4.0653 2.3742 0.101
H 0.6238 5.5688 1.4467 0.112
H 3.3125 4.2457 1.8916 0.107
H 2.8618 5.8620 2.1273 0.120
H 2.9808 3.5210 -0.7709 0.096
H 2.2662 4.7546 -1.6514 0.110
C -0.2175 4.0780 -5.4627 -0.180
C -0.2829 2.7950 -4.6553 -0.194
C 0.0373 3.2044 -3.2634 -0.200
O 1.1199 4.1150 -3.5897 -0.171
C 0.9339 4.7837 -4.8581 -0.183
H -1.1687 4.5880 -5.3101 0.116
H -0.0659 3.7633 -6.4952 0.118
H 0.5169 2.1326 -4.9865 0.116
H -1.2536 2.3122 -4.7687 0.117
H 0.3101 2.3463 -2.6491 0.100
H -0.7688 3.7171 -2.7385 0.116
H 1.8126 4.5839 -5.4714 0.122
H 0.7956 5.8581 -4.7371 0.121
C -0.7467 -1.8174 0.5852 -0.148
C -1.6521 -0.7753 -0.0212 -0.151
C -0.7665 0.3838 -0.5005 -0.157
O 0.4306 -0.3250 -0.9061 -0.168
C 0.6271 -1.4317 0.0201 -0.149
H -1.0031 -2.8268 0.2636 0.094
H -0.7935 -1.9169 1.6696 0.084
H -2.4080 -0.4181 0.6781 0.095
H -2.1680 -1.2454 -0.8584 0.105
H -0.5804 1.1707 0.2304 0.099
H -1.2698 0.8143 -1.3661 0.113
H 1.3169 -1.1661 0.8211 0.094
H 1.1133 -2.2260 -0.5462 0.106
```

The HOMO energy comes out at -8.00 eV. Its SMILES is CCOC(=O)C(F)(F)F.CCOC(=O)C(F)(F)F.c1cc[nH]c1.C1CCOC1.C1CCOC1.C1CCOC1.C1CCOC1.C1CCOC1.C1CCOC1.C1CCOC1. Its total energy is -3048.13105 Ha. The orbital gap is 0.3001 Eh. For the largest force on an atom, the calculation gives 5.25 eV Å⁻¹.



The following is a DFT calculation (ωB97M-V/def2-TZVPD) of 3 unconnected molecules or ions with the total composition C40H72N2O7 in a non-equilibrium geometry.

```
121
Properties=species:S:1:pos:R:3:mulliken_spin:R:1
C 3.1894 -1.7426 0.5169 -0.001
C 1.8649 -1.6939 -0.2880 -0.001
C 1.8825 -2.8797 -1.2926 0.003
C 0.6905 -1.9435 0.6779 0.000
C 1.7741 -0.3977 -1.1322 -0.021
C 1.4255 0.9618 -0.4837 0.004
C 2.0804 1.1446 0.8900 0.007
C 1.9789 2.0641 -1.4221 -0.005
C -0.0763 1.2206 -0.3518 0.000
C -1.0457 0.3115 -0.7253 0.000
C -2.3957 0.5687 -0.5759 0.000
C -2.8096 1.7805 -0.0302 0.000
O -4.1232 2.1256 0.1462 0.000
C -4.9842 1.0977 0.5925 0.000
C -6.3324 1.7106 0.9039 0.000
O -7.1280 1.8550 -0.2600 0.000
C -8.0105 0.7772 -0.4806 0.000
C -8.4894 0.8388 -1.9285 0.000
C -9.9199 0.3621 -2.0659 0.000
O -10.8183 0.7539 -1.3677 0.000
O -10.1676 -0.4951 -3.1058 0.000
C -9.5360 -1.7725 -3.0303 0.000
C -10.2492 -2.7046 -2.0623 0.000
C -9.4430 -3.9766 -1.8858 0.000
O -10.1118 -4.8964 -1.0333 0.000
C -1.8648 2.7185 0.3296 0.000
C -0.5299 2.4453 0.1658 0.000
H 3.9075 -1.0026 0.1717 -0.001
H 3.6228 -2.7392 0.4758 0.001
H 3.0037 -1.5285 1.5708 0.003
H 2.9044 -3.1518 -1.5553 0.000
H 1.3795 -2.6217 -2.2238 0.000
H 1.4036 -3.7589 -0.8642 0.000
H 0.9889 -2.6945 1.4080 -0.001
H 0.3318 -1.0517 1.1816 0.002
H -0.1575 -2.3651 0.1344 -0.001
H 2.7565 -0.2738 -1.5910 0.026
H 1.0911 -0.5492 -1.9692 -0.005
H 3.1444 0.9236 0.8633 0.002
H 1.6113 0.4903 1.6167 0.009
H 1.9548 2.1715 1.2308 0.000
H 2.9920 1.8136 -1.7376 0.008
H 2.0432 3.0159 -0.8937 0.001
H 1.3457 2.1982 -2.2965 -0.002
H -0.7634 -0.6398 -1.1450 0.000
H -3.1031 -0.1870 -0.8863 0.000
H -4.5686 0.6131 1.4805 0.000
H -5.1350 0.3479 -0.1905 0.000
H -6.1898 2.7013 1.3313 0.000
H -6.8588 1.1002 1.6429 0.000
H -8.8667 0.8387 0.1946 0.000
H -7.4866 -0.1730 -0.3230 0.000
H -7.8457 0.2256 -2.5549 0.000
H -8.4096 1.8590 -2.2980 0.000
H -8.4822 -1.6797 -2.7477 0.000
H -9.5564 -2.1773 -4.0399 0.000
H -11.2421 -2.9209 -2.4493 0.000
H -10.3346 -2.2110 -1.0934 0.000
H -8.4550 -3.7179 -1.4949 0.000
H -9.2759 -4.4630 -2.8505 0.000
H -9.5725 -5.0508 -0.2566 0.000
H -2.2009 3.6618 0.7345 0.000
H 0.1759 3.2090 0.4634 0.000
C 0.3048 -1.1214 7.8139 0.015
C 1.2910 -0.8371 6.6696 -0.005
C 2.1897 0.3609 6.9927 0.027
C 1.4917 1.7140 6.8664 -0.021
C 0.8456 1.8586 5.4890 0.028
C -0.1145 0.7153 5.1594 0.035
N 0.5779 -0.5969 5.3759 0.401
O 1.2957 -0.9300 4.3651 0.532
C -1.3981 0.8477 5.9990 0.008
C -0.5326 0.7850 3.6989 -0.067
C 2.1515 -2.0869 6.5295 -0.004
H -0.4650 -0.3699 7.9445 0.000
H -0.1923 -2.0787 7.6516 -0.008
H 0.8531 -1.1828 8.7548 0.000
H 3.0455 0.3477 6.3104 0.005
H 2.5914 0.2311 7.9997 0.000
H 0.7503 1.8376 7.6606 -0.001
H 2.2226 2.5121 7.0087 0.001
H 0.2992 2.8019 5.4183 -0.002
H 1.6358 1.8904 4.7318 0.003
H -1.9803 -0.0745 5.9731 -0.010
H -2.0133 1.6451 5.5819 0.001
H -1.2190 1.1165 7.0368 0.000
H 0.3260 0.7972 3.0375 0.042
H -1.1009 1.6981 3.5170 -0.001
H -1.1622 -0.0642 3.4263 0.002
H 1.5554 -2.9386 6.2016 -0.002
H 2.5827 -2.3213 7.5038 0.001
H 2.9628 -1.9493 5.8192 0.004
C 6.2944 -0.6175 -6.5723 0.014
C 5.3171 0.1370 -5.6565 -0.005
C 5.4033 1.6509 -5.8727 0.025
C 6.6405 2.2980 -5.2549 -0.019
C 6.7495 1.9410 -3.7737 0.025
C 6.7394 0.4331 -3.5212 0.017
N 5.5583 -0.1816 -4.2129 0.415
O 4.4898 -0.0618 -3.5153 0.512
C 8.0712 -0.1885 -3.9779 0.013
C 6.6124 0.1500 -2.0283 -0.011
C 3.9213 -0.3437 -6.0349 -0.006
H 7.3412 -0.4785 -6.3289 0.000
H 6.0876 -1.6880 -6.5410 -0.008
H 6.1584 -0.2789 -7.6001 0.000
H 4.5143 2.1160 -5.4348 0.006
H 5.3632 1.8501 -6.9454 0.002
H 7.5414 1.9966 -5.7966 -0.001
H 6.5727 3.3822 -5.3613 0.001
H 7.6640 2.3579 -3.3457 0.001
H 5.9103 2.3984 -3.2396 0.006
H 7.9950 -1.2744 -4.0445 -0.009
H 8.8439 0.0492 -3.2468 0.001
H 8.4293 0.1942 -4.9298 0.000
H 5.7420 0.6364 -1.5934 0.009
H 7.5001 0.5273 -1.5204 0.000
H 6.5347 -0.9215 -1.8392 0.000
H 3.7928 -1.4002 -5.7987 0.001
H 3.7891 -0.2111 -7.1096 0.000
H 3.1418 0.2142 -5.5218 0.006
```

The spin multiplicity is 3. The HOMO energy (spin up / spin down) comes out at -8.19 / -8.27 eV. Its total energy is -2203.36800 Ha. The orbital gap (spin up / spin down) is 0.3170 / 0.3197 Eh. For the largest force on an atom, the calculation gives 1.11 eV Å⁻¹.



The following is a DFT calculation (ωB97M-V/def2-TZVPD) of 5 unconnected molecules or ions with the total composition C40H74Br2N2O10 in a non-equilibrium geometry.

```
128
Properties=species:S:1:pos:R:3:lowdin_charge:R:1
C -1.8609 3.8926 2.0701 -0.086
C -1.6382 2.7396 1.0768 -0.280
C -0.5844 1.7833 1.6265 -0.640
Br -1.4024 0.0976 2.2225 0.710
C 0.4838 1.4581 0.6119 -0.298
O 1.4996 0.7241 1.2390 -0.156
C 2.5829 0.3794 0.3540 -0.233
C 3.7331 1.3890 0.5253 -0.101
C 3.5358 2.4651 1.5948 -0.176
C 3.7219 1.9783 3.0240 -0.284
N 4.2235 3.0620 3.8803 -0.014
C 2.9258 -1.0999 0.6726 -0.366
C 4.1376 -1.4864 -0.1987 -0.094
C 5.4727 -1.5270 0.5595 -0.278
C 6.6596 -1.3086 -0.3586 -0.592
Br 7.1790 -2.9192 -1.3157 0.636
C 1.6122 -1.8864 0.4065 -0.080
C 1.5879 -3.1624 -0.4498 -0.160
C 1.9078 -4.4835 0.2731 -0.132
C 3.2284 -5.1460 -0.0484 -0.215
C 3.6470 -5.3402 -1.3710 -0.046
C 4.8406 -6.0074 -1.6476 -0.100
C 5.6340 -6.4795 -0.6001 -0.109
C 5.2352 -6.2992 0.7237 -0.081
C 4.0348 -5.6396 0.9911 -0.044
O 3.2651 -1.0379 2.0474 -0.105
C 3.3434 -2.2602 2.7489 -0.198
C 2.2269 -2.3577 3.7873 -0.158
C 1.9646 -3.7784 4.2981 -0.272
N 0.5992 -3.9656 4.8461 -0.009
H -0.9213 4.1707 2.5429 0.069
H -2.5149 3.5606 2.8701 0.080
H -2.2762 4.7683 1.5876 0.054
H -2.5957 2.2490 0.9606 0.073
H -1.3484 3.1293 0.1033 0.081
H -0.0964 2.1761 2.5086 0.088
H 0.8839 2.3956 0.2101 0.135
H 0.0185 0.8861 -0.1999 0.115
H 2.1622 0.4306 -0.6480 0.127
H 4.6973 0.9309 0.7143 0.100
H 3.8373 1.9238 -0.4191 0.107
H 4.3232 3.2010 1.4125 0.111
H 2.5995 2.9979 1.4707 0.102
H 2.7583 1.6566 3.4121 0.108
H 4.3635 1.0965 3.0238 0.101
H 4.4059 2.6833 4.8011 0.056
H 5.1236 3.3702 3.5294 0.056
H 4.0530 -2.4372 -0.7166 0.095
H 4.2447 -0.7309 -0.9782 0.119
H 5.5740 -2.5081 1.0223 0.097
H 5.5031 -0.8052 1.3689 0.102
H 7.5388 -1.0008 0.1899 0.052
H 6.4384 -0.5632 -1.1134 0.056
H 0.9157 -1.2106 -0.0779 0.099
H 1.1229 -2.1293 1.3436 0.103
H 2.1696 -3.0727 -1.3618 0.097
H 0.5598 -3.2496 -0.7966 0.111
H 1.1404 -5.2065 0.0004 0.123
H 1.8357 -4.3537 1.3495 0.082
H 3.0281 -4.9891 -2.1819 0.102
H 5.1672 -6.1461 -2.6656 0.092
H 6.5694 -6.9773 -0.8060 0.096
H 5.8449 -6.6678 1.5326 0.098
H 3.7045 -5.5174 2.0122 0.094
H 4.2917 -2.2562 3.2909 0.131
H 3.3809 -3.1286 2.0927 0.098
H 2.5516 -1.7605 4.6392 0.114
H 1.3214 -1.8788 3.4226 0.095
H 2.6365 -3.9738 5.1283 0.107
H 2.1176 -4.5213 3.5212 0.083
H 0.4435 -3.1982 5.4931 0.060
H -0.0511 -3.7669 4.0912 0.057
O 1.4667 -6.7182 -3.4233 0.099
C 1.8940 -7.7685 -3.8132 -0.524
O 1.3011 -8.9020 -3.3920 0.002
C 1.6473 -10.1951 -3.8924 -0.239
C 2.8380 -10.7859 -3.1660 -0.062
C 3.1172 -7.8500 -4.6973 0.017
H 1.7957 -10.1616 -4.9728 0.111
H 0.7637 -10.8053 -3.7140 0.122
H 3.7368 -10.1862 -3.3093 0.069
H 3.0381 -11.7956 -3.5257 0.081
H 2.6395 -10.8290 -2.0955 0.085
H 4.0002 -7.7910 -4.0619 0.079
H 3.1093 -6.9917 -5.3644 0.093
H 3.1770 -8.7489 -5.3054 0.069
O -4.8812 3.5338 0.5024 0.110
C -5.2189 4.5927 0.0508 -0.515
O -4.4135 5.6595 0.2439 -0.014
C -4.6493 6.9301 -0.3692 -0.233
C -5.6338 7.7696 0.4181 -0.059
C -6.5406 4.7830 -0.6524 0.021
H -4.9551 6.8042 -1.4084 0.114
H -3.6747 7.4154 -0.3820 0.123
H -6.6167 7.2994 0.4611 0.061
H -5.7445 8.7524 -0.0404 0.083
H -5.2818 7.8981 1.4417 0.084
H -7.3197 4.9262 0.0950 0.087
H -6.7621 3.8804 -1.2159 0.097
H -6.5634 5.6159 -1.3499 0.071
O -9.5514 6.8828 -1.5806 0.102
C -9.9910 6.8211 -0.4664 -0.539
O -10.1434 5.6150 0.1104 -0.011
C -10.4951 5.4373 1.4863 -0.238
C -11.9911 5.5142 1.7068 -0.062
C -10.4348 8.0622 0.2756 0.013
H -9.9467 6.1403 2.1155 0.113
H -10.1347 4.4409 1.7355 0.124
H -12.3879 6.4959 1.4481 0.068
H -12.2297 5.3123 2.7510 0.083
H -12.4995 4.7787 1.0840 0.085
H -11.4442 8.3137 -0.0467 0.097
H -9.7684 8.8756 0.0002 0.090
H -10.4202 7.9693 1.3588 0.069
O 3.0022 2.9789 -2.8740 0.104
C 1.8657 2.8180 -3.2218 -0.526
O 1.0616 3.8942 -3.3202 0.002
C -0.2735 3.8253 -3.8264 -0.232
C -1.2676 3.4339 -2.7517 -0.062
C 1.2981 1.4374 -3.4680 0.021
H -0.3217 3.1677 -4.6955 0.112
H -0.4868 4.8323 -4.1804 0.123
H -1.0696 2.4354 -2.3610 0.066
H -2.2827 3.4501 -3.1492 0.085
H -1.2092 4.1313 -1.9156 0.076
H 1.0060 1.0097 -2.5089 0.069
H 2.0837 0.8215 -3.8985 0.095
H 0.4439 1.4122 -4.1396 0.071
```

The HOMO energy comes out at -8.68 eV. Its SMILES is CC[C@@H](Br)CO[C@@H](CCCN)[C@](CCCBr)(CCCc1ccccc1)OCCCN.CCOC(C)=O.CCOC(C)=O.CCOC(C)=O.CCOC(C)=O. Its total energy is -7578.45335 Ha. The orbital gap is 0.3358 Eh. For the largest force on an atom, the calculation gives 1.23 eV Å⁻¹.